Entry 1:
A molecular structure, C30H25Cl5MgN6O6Si at a distorted geometry. Source: OMol25; level of theory: wB97M-V/def2-TZVPD.

Values from the calculation:
calculated total energy: -4729.23405 Eh
LUMO level: 4.13 eV
maximum force: 1.457 eV/Å
highest occupied orbital energy: -2.24 eV
frontier orbital gap: 6.38 eV
net charge: -2

Each line ends with the Löwdin charge.
Element x y z (Å)
Mg1 -0.2696 -0.5684 -0.5048  0.40
O1 -1.7157 -4.9709 -0.8943  0.03
C1 -2.6253 -4.7530 0.0701  -0.28
C2 -3.6817 -5.6497 0.2215  -0.03
C3 -4.6405 -5.4467 1.1921  -0.11
C4 -4.5547 -4.3621 2.0530  -0.12
C5 -3.5018 -3.4784 1.9323  -0.09
C6 -2.5358 -3.6559 0.9462  -0.13
C7 -1.4617 -2.6619 0.7601  -0.50
O2 -0.8125 -2.6422 -0.3195  -0.13
N1 -1.2203 -1.8759 1.7983  0.08
N2 -0.2140 -1.0360 1.5686  -0.04
C8 0.2215 -0.3562 2.5651  -0.09
C9 1.3952 0.4605 2.4559  -0.27
C10 1.7770 1.3299 3.4923  -0.05
C11 2.9148 2.0975 3.3409  -0.10
C12 3.6571 1.9822 2.1725  -0.07
C13 3.2210 1.0696 1.2193  -0.13
N3 2.1415 0.3371 1.3561  0.13
H1 -1.1830 -4.1286 -0.9536  0.07
H2 -3.7444 -6.4854 -0.4617  0.11
H3 -5.4738 -6.1345 1.2722  0.09
H4 -5.3178 -4.2001 2.8019  0.09
H5 -3.4155 -2.6158 2.5726  0.10
H6 -0.2739 -0.4158 3.5376  0.13
H7 1.1715 1.4042 4.3850  0.11
H8 3.2195 2.7865 4.1194  0.10
H9 4.5493 2.5718 2.0141  0.09
H10 3.7556 0.9247 0.2890  0.11
Cl1 0.9707 0.2525 -5.2712  0.66
C14 1.8676 -0.6518 -4.1023  -0.60
C15 3.0984 -1.1605 -4.4776  -0.15
C16 3.8453 -1.8884 -3.5793  -0.64
Cl2 5.3677 -2.5618 -4.1014  0.61
C17 3.4093 -2.0997 -2.2645  -0.18
C18 4.1059 -2.8264 -1.2805  -0.04
C19 3.5679 -2.9424 -0.0265  -0.05
C20 2.3421 -2.3233 0.2470  -0.13
N4 1.6772 -1.6502 -0.6537  0.09
C21 2.1566 -1.5391 -1.8844  -0.13
C22 1.3071 -0.8277 -2.8168  -0.42
O3 0.1694 -0.4460 -2.4686  -0.12
H11 3.4622 -0.9878 -5.4809  0.09
H12 5.0511 -3.2884 -1.5314  0.08
H13 4.0811 -3.4975 0.7468  0.09
H14 1.8967 -2.3928 1.2290  0.11
C23 0.0558 4.1641 2.4438  -0.07
C24 -1.1834 4.2648 1.5635  -0.18
C25 -0.9576 3.6158 0.1862  -0.29
C26 -2.2256 3.8206 -0.6786  -0.16
C27 -2.0385 3.4230 -2.1370  -0.10
C28 0.1975 4.3045 -0.5020  -0.46
O4 0.3212 5.5167 -0.5649  0.06
N5 1.0984 3.4747 -1.0701  0.22
C29 1.1310 2.0477 -1.0044  -0.52
O5 2.0675 1.5104 -1.5600  0.07
N6 0.1870 1.4448 -0.3060  0.13
C30 -0.7718 2.0969 0.3518  -0.47
O6 -1.5546 1.4949 1.0720  0.04
H15 -0.1253 4.6119 3.4210  0.07
H16 0.8973 4.6750 1.9781  0.08
H17 0.3225 3.1196 2.5837  0.05
H18 -1.4448 5.3162 1.4143  0.11
H19 -2.0169 3.7527 2.0475  0.12
H20 -2.5068 4.8789 -0.6274  0.12
H21 -3.0236 3.2183 -0.2379  0.12
H22 -1.3558 4.1076 -2.6403  0.07
H23 -2.9979 3.4412 -2.6477  0.05
H24 -1.6411 2.4136 -2.2176  0.06
H25 1.8688 3.8888 -1.5818  0.16
Cl3 -2.9023 -2.2658 -2.6094  0.16
Si1 -2.7459 -0.5665 -1.3700  -0.35
Cl4 -4.3010 -1.1250 0.0023  0.15
Cl5 -4.1120 0.6595 -2.5948  0.02

Atomic forces in eV per Å
0.9 -0.4 -0.4
0.1 0.1 0.0
0.0 0.2 0.2
0.0 -0.2 -0.2
0.0 -0.1 0.0
-0.1 0.1 0.2
0.1 -0.3 -0.1
-0.1 -0.3 -0.1
-0.1 -0.4 0.8
0.1 0.1 -0.6
-0.9 -0.4 0.9
0.6 0.6 0.4
-0.7 -0.7 0.3
0.9 0.8 0.2
-0.1 -0.3 -0.1
0.2 0.0 -0.1
-0.1 0.0 0.2
0.4 0.3 -0.1
-0.3 -0.2 0.2
-0.2 -0.2 -0.1
0.0 0.0 -0.1
0.0 0.0 0.0
0.0 0.0 0.0
0.0 0.1 0.0
0.0 -0.1 -0.1
-0.1 0.0 0.0
0.0 0.0 0.0
0.0 0.0 0.0
0.1 0.0 -0.1
-0.2 0.2 -0.2
-0.4 0.1 0.4
0.3 -0.3 0.4
0.0 0.2 -0.6
0.3 -0.1 -0.1
-0.3 0.1 0.2
0.0 0.0 0.0
0.1 0.0 -0.1
0.0 -0.2 0.1
-0.1 -0.1 0.4
0.8 -0.3 -0.8
0.7 -0.3 -0.9
-0.7 0.3 0.0
0.0 0.0 0.0
0.0 0.0 0.0
0.0 0.0 0.1
-0.1 0.0 0.1
-0.2 0.0 -0.1
0.2 0.0 0.0
-0.5 0.2 0.3
0.1 0.0 -0.2
0.0 0.1 0.1
0.0 -0.1 0.0
-0.1 0.2 0.0
0.4 -0.2 -0.3
0.6 1.3 -0.4
0.3 -0.1 -0.1
-0.3 -0.9 0.1
-0.4 0.9 0.3
-0.3 0.1 0.2
0.1 0.0 0.1
0.1 0.1 0.0
0.0 0.0 0.1
0.0 -0.1 -0.1
0.0 0.0 -0.1
0.0 -0.1 0.1
0.0 0.1 0.1
0.1 0.0 -0.1
0.0 -0.1 -0.1
0.0 -0.1 -0.1
-0.2 -0.1 0.1
0.1 -0.5 -0.5
-1.3 0.3 -0.4
-0.2 0.2 0.3
0.3 0.2 0.1

***

Entry 2:
2 unconnected molecules or ions with the total composition C30H25FO6S2 at a distorted geometry. Source: OMol25; level of theory: wB97M-V/def2-TZVPD.

Values from the calculation:
calculated total energy: -2505.68286 Eh
LUMO level: -2.11 eV
maximum force: 2.043 eV/Å
highest occupied orbital energy: -6.86 eV
frontier orbital gap: 4.75 eV
net charge: 0

Each line ends with the natural charge from an NBO analysis.
Element x y z (Å)
C1 7.2675 -2.1882 0.8944  -0.26
O1 6.2219 -2.6667 1.7752  -0.49
C2 4.9915 -2.0773 1.7309  0.36
C3 3.9792 -2.6673 2.5260  -0.27
C4 2.6798 -2.2058 2.4581  -0.14
C5 2.3637 -1.0340 1.7338  -0.18
C6 0.9996 -0.5042 1.6417  0.23
C7 -0.0990 -1.3842 1.5189  -0.26
C8 -1.4209 -1.0147 1.4006  0.02
C9 -2.5455 -1.9028 1.4461  -0.07
C10 -3.8577 -1.3646 1.4294  -0.13
C11 -4.9733 -2.1836 1.4867  -0.23
C12 -4.8130 -3.5777 1.4538  -0.15
C13 -3.5291 -4.1339 1.4984  -0.23
C14 -2.4048 -3.3143 1.5127  -0.14
C15 0.8296 0.9443 1.6594  -0.18
C16 1.6244 1.7362 2.5268  -0.13
C17 1.4055 3.0837 2.6454  -0.28
C18 0.4772 3.7346 1.7990  0.36
O2 0.3938 5.0888 1.9393  -0.49
C19 -0.4527 5.8413 1.0403  -0.26
C20 -0.2553 2.9722 0.8543  -0.26
C21 -0.0777 1.5987 0.8059  -0.15
C22 3.4081 -0.4033 1.0110  -0.06
C23 4.6837 -0.9402 0.9412  -0.33
H1 8.1338 -2.8048 1.1484  0.21
H2 6.9959 -2.3401 -0.1646  0.19
H3 7.4955 -1.1245 1.0804  0.18
H4 4.2615 -3.5041 3.1604  0.23
H5 1.9048 -2.7033 3.0339  0.22
H6 0.1394 -2.4436 1.5754  0.21
H7 -1.6992 0.0320 1.4201  0.23
H8 -3.9904 -0.2796 1.3793  0.23
H9 -5.9760 -1.7485 1.4993  0.22
H10 -5.6861 -4.2249 1.4152  0.22
H11 -3.4037 -5.2198 1.4858  0.22
H12 -1.4066 -3.7441 1.5612  0.21
H13 2.3689 1.2515 3.1548  0.22
H14 1.9397 3.6818 3.3771  0.23
H15 -0.3267 6.8746 1.3722  0.21
H16 -0.1171 5.7371 -0.0064  0.19
H17 -1.5103 5.5406 1.1375  0.19
H18 -0.9489 3.4659 0.1718  0.23
H19 -0.6514 1.0205 0.0810  0.27
H20 3.2081 0.5193 0.4620  0.23
H21 5.4456 -0.5012 0.2926  0.23
F1 -1.1577 -2.1115 -1.5852  -0.35
C24 -1.3109 -0.7754 -1.7146  -0.56
S1 -2.9673 -0.3696 -2.1972  2.11
O3 -3.6212 -1.6069 -2.5898  -0.92
O4 -3.5736 0.5076 -1.2135  -0.95
C25 -2.5260 0.6209 -3.6412  -0.32
C26 -1.1709 0.7606 -3.8936  -0.21
C27 -0.7172 1.4921 -4.9829  -0.22
C28 -1.6447 2.1204 -5.8040  -0.20
C29 -3.0136 1.9686 -5.5626  -0.20
C30 -3.4596 1.1986 -4.4941  -0.18
S2 -0.0480 -0.1022 -2.7848  2.10
O5 0.7468 0.8928 -2.0853  -0.95
O6 0.5837 -1.2230 -3.4642  -0.92
H22 0.3517 1.5395 -5.1695  0.23
H23 -1.2990 2.7147 -6.6423  0.22
H24 -3.7317 2.4407 -6.2234  0.22
H25 -4.5142 1.0106 -4.3188  0.23

Atomic forces in eV per Å
-0.4 -0.1 0.3
-0.3 0.5 -0.3
-0.1 0.3 -0.3
0.5 0.1 -0.4
0.1 0.4 0.0
0.5 -0.1 -0.1
-0.6 0.1 -0.3
0.8 0.0 0.3
-0.1 0.3 0.3
-0.7 -0.9 -0.2
0.4 0.2 0.2
0.0 -0.4 -0.3
0.3 0.5 0.2
0.2 0.0 -0.2
-0.3 0.4 -0.1
0.3 0.3 -0.4
-0.3 -0.5 0.0
-0.3 0.6 -0.3
-0.1 -0.2 -0.4
-0.3 -0.5 -0.4
0.2 -0.3 0.3
0.4 0.8 0.5
-0.3 -0.1 0.2
-0.4 0.1 0.1
0.4 -0.8 0.5
-0.2 0.2 -0.1
0.0 0.1 0.4
-0.1 -0.4 0.0
-0.1 0.1 -0.2
0.1 0.1 0.0
0.0 0.2 -0.3
0.1 -0.1 0.0
0.1 -0.4 0.0
0.4 -0.1 -0.1
0.2 0.1 0.0
-0.1 0.4 0.1
-0.3 0.0 -0.1
-0.2 0.1 -0.1
0.0 -0.1 -0.2
-0.1 -0.2 -0.2
-0.1 0.0 0.4
0.4 0.1 0.0
0.2 -0.3 0.2
0.3 0.1 0.0
-0.1 -0.4 0.1
-0.4 0.0 0.3
0.1 -1.2 -0.1
0.1 1.4 0.7
1.8 -0.7 -0.2
-0.3 1.0 0.2
-0.3 -0.1 -0.5
-0.3 -0.1 0.0
0.3 0.0 -0.1
0.0 0.0 0.1
-0.1 -0.1 0.1
0.1 -0.1 0.1
0.1 0.0 0.1
-1.6 -1.0 0.6
0.0 -0.3 -0.6
0.1 1.1 0.2
-0.1 0.1 0.0
-0.1 -0.1 0.0
0.0 -0.1 0.0
0.1 0.2 0.0

***

Entry 3:
A single C30H25N5O4S molecule at a distorted geometry. Source: OMol25; level of theory: wB97M-V/def2-TZVPD.

Values from the calculation:
structure (SMILES): COc1ccc(NS(=O)(=O)c2cccc(C(=O)N/N=C/c3cn(-c4ccccc4)nc3-c3ccccc3)c2)cc1
calculated total energy: -2131.10671 Eh
LUMO level: 0.03 eV
maximum force: 1.069 eV/Å
highest occupied orbital energy: -8.21 eV
frontier orbital gap: 8.24 eV
net charge: 0

Each line ends with the natural charge from an NBO analysis.
Element x y z (Å)
C1 0.7591 2.2358 1.4102  -0.26
H1 1.7697 1.9892 1.7322  0.20
O1 -0.0610 1.2195 1.9350  -0.49
C2 -1.4048 1.2988 1.7430  0.29
C3 -2.0526 2.2942 1.0207  -0.26
C4 -3.4322 2.2699 0.8873  -0.23
C5 -4.1877 1.2665 1.4775  0.09
C6 -3.5392 0.2743 2.2119  -0.22
C7 -2.1684 0.2889 2.3358  -0.23
H2 -1.6541 -0.4766 2.8940  0.23
H3 -4.1292 -0.5080 2.6605  0.25
N1 -5.5818 1.2063 1.3230  -0.84
S1 -6.2223 -0.1488 0.5425  2.32
O2 -5.9804 -1.3058 1.3397  -0.92
O3 -7.5654 0.2045 0.1971  -0.93
C8 -5.1798 -0.1479 -0.9132  -0.33
C9 -3.8955 -0.6339 -0.7818  -0.17
C10 -2.9504 -0.3259 -1.7535  -0.06
C11 -3.3363 0.3847 -2.8864  -0.21
C12 -4.6504 0.7984 -3.0388  -0.21
C13 -5.5695 0.5711 -2.0262  -0.19
H4 -6.5845 0.9322 -2.0836  0.24
H5 -4.9487 1.3267 -3.9315  0.22
H6 -2.6162 0.5964 -3.6641  0.22
C14 -1.5322 -0.7227 -1.4739  0.63
O4 -1.2167 -1.8183 -1.0674  -0.59
N2 -0.6756 0.3218 -1.6780  -0.44
N3 0.6551 0.4457 -1.4254  -0.27
C15 1.3401 -0.4907 -0.8884  0.04
C16 2.7333 -0.2684 -0.6270  -0.14
C17 3.4305 0.9249 -0.7108  0.00
N4 4.6915 0.6864 -0.2942  -0.18
N5 4.8544 -0.5960 0.0519  -0.27
C18 3.6983 -1.2024 -0.1388  0.13
C19 3.5443 -2.6244 0.1354  0.00
C20 2.7392 -3.4365 -0.6603  -0.22
C21 2.6123 -4.7833 -0.3739  -0.19
C22 3.2899 -5.3364 0.6995  -0.21
C23 4.1092 -4.5388 1.4824  -0.21
C24 4.2385 -3.1925 1.2026  -0.20
H7 4.8717 -2.5600 1.8057  0.22
H8 4.6470 -4.9695 2.3145  0.21
H9 3.1852 -6.3883 0.9215  0.21
H10 1.9825 -5.4039 -0.9941  0.22
H11 2.2326 -3.0222 -1.5188  0.22
C25 5.7664 1.5757 -0.2040  0.22
C26 5.5930 2.9467 -0.3672  -0.26
C27 6.6848 3.7902 -0.2726  -0.19
C28 7.9464 3.2820 -0.0125  -0.22
C29 8.1157 1.9172 0.1572  -0.19
C30 7.0341 1.0640 0.0624  -0.24
H12 7.1423 -0.0009 0.1901  0.25
H13 9.0963 1.5152 0.3624  0.22
H14 8.7929 3.9477 0.0596  0.22
H15 6.5463 4.8534 -0.4004  0.22
H16 4.6155 3.3601 -0.5593  0.21
H17 3.0889 1.8815 -1.0437  0.23
H18 0.9285 -1.4488 -0.5902  0.23
H19 -1.0649 1.1876 -2.0286  0.40
H20 -3.6240 -1.2257 0.0765  0.26
H21 -5.9944 2.0436 0.9384  0.41
H22 -3.9246 3.0473 0.3192  0.21
H23 -1.4987 3.0925 0.5523  0.22
H24 0.7259 2.2509 0.3161  0.18
H25 0.4821 3.2185 1.8057  0.17

Atomic forces in eV per Å
0.1 0.2 -0.1
0.0 0.1 0.0
-0.3 -0.3 0.1
-0.1 -0.1 0.0
0.3 0.0 0.0
-0.3 -0.2 0.1
0.8 0.1 0.2
0.0 0.2 0.1
0.2 0.1 -0.1
0.1 -0.1 0.1
0.0 -0.1 0.1
-0.9 -0.6 -0.1
0.0 0.6 -0.2
0.4 0.0 -0.1
0.1 0.2 -0.2
-0.3 -0.2 0.5
0.2 -0.2 -0.2
-0.3 -0.1 0.0
0.1 -0.1 0.1
-0.1 0.1 0.1
-0.1 0.0 -0.1
-0.1 0.1 -0.1
0.0 0.0 -0.1
0.1 0.0 -0.1
-0.1 0.2 -0.1
0.2 -0.2 0.2
-0.2 0.3 -0.1
0.5 0.1 -0.1
-0.7 -0.3 -0.1
1.0 0.4 0.2
-0.3 -0.4 0.0
-0.9 -0.3 -0.1
0.4 -0.5 0.2
-0.2 0.9 -0.3
0.1 -0.4 0.1
0.1 0.1 0.1
-0.1 -0.1 0.0
0.0 -0.1 0.0
0.0 -0.1 0.0
-0.1 0.1 -0.1
0.0 0.0 0.1
0.0 0.0 0.1
0.0 -0.1 0.0
0.0 0.0 0.0
-0.1 0.0 -0.1
0.8 0.5 0.1
-0.1 -0.2 0.0
0.1 0.0 0.0
0.1 0.1 0.0
0.0 0.1 0.0
-0.2 -0.1 0.0
0.0 0.0 0.0
0.1 -0.1 0.0
0.1 0.1 0.0
0.0 0.1 0.0
-0.1 0.0 0.0
0.0 0.2 -0.1
-0.2 0.1 -0.1
0.0 -0.3 0.2
0.1 -0.1 0.1
-0.1 0.0 -0.1
0.0 0.1 -0.1
0.1 0.1 0.0
0.0 0.0 0.0
0.0 0.0 0.0

***

Entry 4:
A molecular structure, C30H25N7O6V. Source: OMol25; level of theory: wB97M-V/def2-TZVPD.

Values from the calculation:
calculated total energy: -2936.87211 Eh
LUMO level (spin up / spin down): -3.56 / -3.57 eV
maximum force: 0.386 eV/Å
highest occupied orbital energy (spin up / spin down): -11.12 / -11.20 eV
frontier orbital gap (spin up / spin down): 7.56 / 7.63 eV
spin multiplicity: 3
net charge: +1

Each line ends with the Mulliken spin population.
Element x y z (Å)
V1 -0.5831 -0.9418 0.8173  2.04
C1 -3.2442 -3.6078 2.9942  0.00
C2 -4.3524 -3.7530 2.1593  0.00
C3 -4.4670 -2.9375 1.0593  0.00
C4 -3.4895 -1.9743 0.7982  0.01
N1 -2.3786 -1.8870 1.5648  0.01
C5 -2.2856 -2.6877 2.6472  0.02
N2 -3.7594 -1.1427 -0.2814  0.00
C6 -3.0648 -0.0988 -0.5373  -0.01
N3 -1.8937 0.3022 0.0869  -0.03
C7 -1.5641 1.5707 -0.3469  0.00
N4 -0.6228 2.3275 0.0951  0.00
C8 0.1119 1.9902 1.2119  0.02
C9 0.8669 3.0251 1.7846  -0.01
C10 1.5605 2.8177 2.9501  0.01
C11 1.4949 1.5644 3.5619  -0.01
C12 0.7655 0.5840 2.9420  0.01
N5 0.1096 0.7620 1.7764  -0.08
C13 -2.5050 1.9567 -1.4124  -0.01
C14 -2.5741 3.0900 -2.1986  0.00
C15 -3.5801 3.1384 -3.1565  0.00
C16 -4.4951 2.0943 -3.2941  0.00
C17 -4.4369 0.9694 -2.4778  0.00
C18 -3.4195 0.9203 -1.5446  0.00
H1 -3.1125 -4.2167 3.8761  0.00
H2 -5.1104 -4.4939 2.3753  0.00
H3 -5.3095 -2.9866 0.3862  0.00
H4 -1.3815 -2.5902 3.2306  0.00
H5 0.8536 3.9792 1.2787  0.00
H6 2.1347 3.6187 3.3962  0.00
H7 1.9950 1.3584 4.4970  0.00
H8 0.6969 -0.4091 3.3687  0.00
H9 -1.8636 3.8975 -2.0794  0.00
H10 -3.6525 3.9969 -3.8106  0.00
H11 -5.2660 2.1651 -4.0497  0.00
H12 -5.1493 0.1608 -2.5680  0.00
O1 1.8362 -3.6667 0.5445  0.00
C19 1.6098 -2.7165 1.2649  0.00
O2 0.4436 -2.3504 1.7073  0.01
C20 2.7835 -1.8375 1.7005  0.02
N6 3.8522 -2.0232 0.6689  0.00
C21 5.1520 -2.1918 1.3792  0.00
C22 4.7345 -2.9548 2.6272  0.00
C23 3.4289 -2.2613 3.0351  0.00
H13 2.4869 -0.7941 1.6833  0.00
H14 3.7787 -1.2287 0.0110  0.00
H15 3.5738 -2.8884 0.1812  0.00
H16 5.5313 -1.1990 1.6187  0.00
H17 5.8629 -2.7061 0.7382  0.00
H18 5.4937 -2.9243 3.4048  0.00
H19 4.5489 -3.9999 2.3735  0.00
H20 3.6411 -1.3752 3.6341  0.00
H21 2.7739 -2.9093 3.6143  0.00
O3 2.7647 0.1350 -0.6102  0.00
C24 1.6266 0.0574 -1.0648  -0.01
O4 0.7088 -0.7327 -0.5834  -0.01
C25 1.1965 0.8819 -2.2336  0.01
C26 1.8688 2.0680 -2.5066  0.00
C27 1.4100 2.9038 -3.5098  0.00
C28 0.2956 2.5140 -4.2303  0.00
C29 -0.3586 1.3160 -4.0131  0.00
C30 0.0984 0.4974 -2.9960  0.00
N7 -0.2440 3.4350 -5.2547  0.00
O5 0.3871 4.4439 -5.4873  0.00
O6 -1.3087 3.1400 -5.7607  0.00
H22 2.7297 2.3376 -1.9107  0.00
H23 1.8874 3.8464 -3.7320  0.00
H24 -1.2185 1.0561 -4.6127  0.00
H25 -0.4044 -0.4354 -2.7818  0.00

Atomic forces in eV per Å
-0.3 0.2 0.0
0.0 0.1 -0.1
0.1 0.0 0.1
-0.1 0.0 0.2
0.1 0.1 -0.2
0.2 -0.1 -0.1
0.0 -0.1 0.1
0.0 0.0 0.0
0.0 0.0 0.0
-0.1 0.2 -0.1
0.0 0.0 0.0
0.0 0.0 0.0
-0.1 0.0 0.0
0.0 0.0 0.0
0.0 0.0 0.0
-0.1 0.0 0.0
0.1 -0.1 0.1
0.1 0.0 0.1
0.0 0.0 0.0
0.0 0.0 0.0
0.0 0.0 0.0
0.0 0.0 0.0
0.0 0.0 0.0
0.0 0.0 0.0
0.0 0.0 0.0
0.0 0.0 0.0
0.0 0.0 0.0
0.0 0.0 0.0
0.0 0.0 0.0
0.0 0.0 0.0
0.0 0.0 0.0
0.0 0.0 0.0
0.0 0.0 0.0
0.0 0.0 0.0
0.0 0.0 0.0
0.0 0.0 0.0
0.0 0.0 0.1
0.0 0.1 0.0
0.2 -0.2 0.1
0.0 0.0 0.1
0.0 0.0 0.0
0.0 0.0 0.1
0.0 0.0 0.0
0.0 0.0 0.0
0.0 0.0 0.0
0.0 0.0 0.0
0.0 -0.1 -0.1
0.0 0.0 0.0
0.0 0.0 0.0
0.0 0.0 0.0
0.0 0.0 0.0
0.0 0.0 0.0
0.0 0.0 0.0
-0.1 0.0 0.0
-0.1 0.0 -0.1
0.2 -0.1 0.0
0.0 0.0 0.0
0.0 0.0 0.0
0.0 0.0 0.0
0.0 -0.1 0.0
0.0 0.0 0.0
0.0 0.0 0.0
-0.1 0.1 0.1
0.0 -0.1 0.0
0.1 0.0 0.0
0.0 0.0 0.0
0.0 0.0 0.0
0.0 0.0 0.0
0.0 0.0 0.0

***

Q: The highest calculated total energy belongs to which entry?
A: C30H25N5O4S

***

Q: The lowest net charge belongs to which entry?
A: C30H25Cl5MgN6O6Si